Record 1
The following is a quantum chemistry calculation of C4H7NO in the gas phase, from the Open Molecules 2025 dataset.

## Properties
E_HOMO, eV: -8.62
Gap between HOMO and LUMO, Ha: 0.3476
Charge: 0
Energy relative to the best compared isomer or geometry (same formula, charge and spin), kJ/mol: 460.91
E, eV: -7794.8674
Largest force on an atom, eV/Å: 1.25

Each line ends with the natural charge from an NBO analysis.
Cartesian coordinates (Å):
C  0.06  0.23  -1.87  -0.431
N  0.40  -0.90  -0.98  -0.613
C  -0.62  -0.70  -0.04  -0.024
C  -0.40  0.26  0.87  0.128
C  0.03  0.30  2.23  -0.110
O  0.89  0.73  1.14  -0.506
H  0.94  0.85  -2.03  0.207
H  -0.42  -0.13  -2.77  0.198
H  -0.62  0.87  -1.29  0.198
H  1.28  -0.71  -0.50  0.369
H  -1.60  -1.06  -0.32  0.203
H  -0.23  1.05  2.96  0.194
H  0.28  -0.70  2.56  0.186



Record 2
The following is a quantum chemistry calculation of C3H4N2O in the gas phase, from the Open Molecules 2025 dataset.

## Properties
E_HOMO, eV: -8.76
Gap between HOMO and LUMO, Ha: 0.3545
Charge: 0
Energy relative to the best compared isomer or geometry (same formula, charge and spin), kJ/mol: 150.33
E, eV: -8202.3274
Largest force on an atom, eV/Å: 2.37

Each line ends with the natural charge from an NBO analysis.
Cartesian coordinates (Å):
O  2.31  -0.37  -0.04  -0.660
C  0.95  -0.31  -0.06  0.405
C  -0.12  -1.17  -0.17  -0.199
N  -1.37  -0.22  -0.02  -0.571
C  -0.79  0.97  0.13  0.223
N  0.51  0.97  0.11  -0.557
H  2.52  0.58  0.12  0.500
H  -0.31  -2.21  -0.40  0.230
H  -2.42  -0.15  0.05  0.434
H  -1.29  1.92  0.27  0.194